Arrangement a

Computed, not measured: an isolated molecule of C2HIN2O2, with ωB97M-V/def2-TZVPD.

Geometry as ORCA input:
```
! wB97M-V def2-TZVPD RIJCOSX def2/J DEFGRID3
* xyz 0 1
N -0.02357 -0.98257 -2.78824
H 0.34392 -0.10165 0.04465
C -0.68112 0.23452 -0.65559
N -1.68814 -0.38283 0.27649
C -0.43091 -0.44401 -1.86791
I -1.19120 2.21443 -0.85643
O -2.70088 0.27975 0.50038
O -1.39632 -1.42494 0.74425
*
```

* highest occupied orbital energy: -10.36 eV

=====

Arrangement b

Computed, not measured: a cluster of 2 separate species, C2HIN2O2 in total, with ωB97M-V/def2-TZVPD.

Geometry as ORCA input:
```
! wB97M-V def2-TZVPD RIJCOSX def2/J DEFGRID3
* xyz 0 1
O 0.96373 1.26519 -2.42149
N 0.16896 0.95821 -1.54152
H 0.02332 -0.30506 0.17560
O -1.05828 1.00857 -1.61111
N 0.89591 -3.84126 -1.05911
C 0.17582 -2.97783 -0.79300
C 0.58575 0.40113 -0.36770
I 2.58454 0.14108 0.13122
*
```

* highest occupied orbital energy (spin up / spin down): -9.54 / -9.53 eV

=====

Arrangement c

Computed, not measured: a cluster of 2 separate species, C2HIN2O2 in total, with ωB97M-V/def2-TZVPD.

Geometry as ORCA input:
```
! wB97M-V def2-TZVPD RIJCOSX def2/J DEFGRID3
* xyz 0 1
C 0.40456 0.83560 -1.48718
N 0.68952 1.09194 -2.57759
O -0.92661 0.88377 1.72029
C 0.12420 0.46686 -0.19508
O -0.20569 2.57087 0.56808
I 3.96424 0.07673 0.08019
H 0.15173 -0.57473 0.09609
N -0.35627 1.38566 0.76715
*
```

* highest occupied orbital energy (spin up / spin down): -9.31 / -9.33 eV

=====

arrangement a (2.548 eV below the next structure)